[1]
{
  "formula": "C19H24N4O3",
  "method": "ωB97M-V/def2-TZVPD",
  "species": ["C", "C", "C", "C", "C", "N", "C", "O", "C", "N", "C", "N", "C", "C", "C", "C", "C", "C", "O", "N", "C", "C", "O", "C", "C", "C", "H", "H", "H", "H", "H", "H", "H", "H", "H", "H", "H", "H", "H", "H", "H", "H", "H", "H", "H", "H", "H", "H", "H", "H"],
  "coordinates": [[-3.50049, -2.88478, 2.53229], [-2.18210, -2.27233, 2.66180], [-1.10370, -1.75357, 2.73859], [0.17731, -1.05151, 2.72211], [0.11254, 0.19388, 1.82076], [-0.41801, -0.10590, 0.50521], [-1.77115, -0.01741, 0.28782], [-2.51413, 0.71164, 0.92278], [-2.26192, -0.85993, -0.81275], [-1.46300, -1.70845, -1.52418], [-2.23347, -2.31925, -2.38299], [-3.53450, -1.90669, -2.26315], [-4.66563, -2.28962, -2.94968], [-5.84790, -1.72990, -2.62733], [-5.92759, -0.75003, -1.58593], [-4.81664, -0.36907, -0.90979], [-3.57000, -0.95885, -1.24898], [1.47485, 0.88069, 1.76811], [2.22674, 0.85659, 2.72977], [1.75281, 1.53233, 0.62158], [3.01220, 2.22709, 0.41756], [2.75724, 3.41631, -0.48779], [2.27927, 2.91859, -1.73559], [4.08015, 1.26829, -0.11095], [5.46452, 1.88968, -0.24594], [6.51942, 0.85386, -0.61504], [-4.16227, -2.22886, 1.96363], [-3.43704, -3.84070, 2.01152], [-3.95282, -3.05833, 3.50877], [0.47866, -0.74070, 3.72131], [0.96308, -1.72000, 2.35760], [-0.58316, 0.90867, 2.26676], [0.01561, -0.87224, 0.00411], [-1.93071, -3.05882, -3.10576], [-4.52959, -3.03261, -3.72139], [-6.73459, -2.03048, -3.16579], [-6.88746, -0.31497, -1.34436], [-4.82847, 0.36518, -0.11811], [1.11698, 1.44351, -0.15573], [3.32933, 2.60382, 1.39296], [2.01131, 4.06623, -0.02038], [3.68041, 3.98665, -0.62265], [1.97001, 3.65455, -2.26983], [4.12869, 0.42784, 0.58675], [3.75326, 0.87125, -1.07589], [5.44973, 2.67422, -1.00726], [5.73877, 2.37366, 0.69712], [7.50655, 1.30551, -0.71886], [6.58465, 0.07654, 0.14853], [6.27229, 0.36841, -1.56133]],
  "forces_ev_per_angstrom": [[-0.014, 0.023, 0.006], [0.024, -0.049, -0.025], [-0.014, 0.027, 0.017], [0.105, -0.012, -0.046], [-0.144, 0.080, 0.039], [0.020, -0.185, 0.026], [0.005, 0.121, -0.022], [0.004, 0.003, -0.001], [0.005, -0.001, -0.004], [0.004, 0.002, 0.000], [-0.007, -0.003, 0.007], [0.009, 0.008, -0.004], [-0.004, 0.000, -0.007], [0.003, -0.006, -0.008], [0.002, 0.007, 0.009], [-0.015, 0.005, 0.004], [0.007, -0.011, -0.001], [0.012, -0.005, -0.005], [-0.003, 0.005, 0.002], [-0.003, 0.002, 0.000], [-0.001, -0.007, 0.005], [0.001, 0.002, -0.003], [-0.004, -0.001, 0.003], [0.001, 0.003, 0.001], [-0.001, 0.000, 0.000], [0.000, 0.000, -0.001], [-0.002, -0.004, 0.001], [0.001, 0.000, 0.000], [0.002, 0.002, 0.002], [-0.002, -0.004, 0.003], [-0.001, -0.002, 0.002], [0.001, 0.000, -0.002], [0.000, -0.001, 0.003], [-0.001, -0.001, 0.000], [-0.001, -0.001, 0.001], [0.000, 0.000, 0.001], [-0.001, -0.001, -0.001], [0.004, 0.000, 0.000], [0.000, 0.001, 0.000], [0.002, 0.000, -0.001], [0.000, 0.000, -0.001], [-0.001, 0.002, 0.000], [0.002, 0.001, -0.003], [-0.001, -0.001, -0.001], [0.000, -0.001, 0.000], [0.001, 0.000, 0.000], [0.000, 0.000, 0.000], [0.000, 0.000, 0.000], [0.000, 0.000, 0.000], [0.000, 0.000, 0.000]],
  "smiles": "CC#CC[C@H](NC(=O)c1ncn2ccccc12)C(=O)N[C@H](CO)CCC",
  "lumo_ev": 0.367,
  "e_homo_ev": -8.155,
  "gap_ev": 8.522,
  "energy_ha": -1183.1563,
  "max_force_ha_per_bohr": 0.0037,
  "de_lowest_kj_mol": 279.0
}

=====

[2]
{
  "formula": "C2H7NO3S2",
  "method": "ωB97M-V/def2-TZVPD",
  "species": ["C", "C", "N", "O", "O", "O", "S", "S", "H", "H", "H", "H", "H", "H", "H"],
  "coordinates": [[-0.42929, 2.11850, 1.93838], [0.47360, 0.42743, 0.69025], [0.09205, 1.63820, 0.88060], [-0.45007, 0.17517, -1.84372], [1.62276, 1.38472, -1.31652], [1.49121, -1.08872, -1.12323], [-0.20600, -3.00536, -2.43060], [0.88055, 0.22546, -0.94474], [-0.95290, 3.00143, 2.15966], [-0.71363, 1.37724, 2.70679], [-1.29112, -3.53989, -1.83338], [0.54389, -0.30275, 1.47159], [-0.80332, -0.67719, -1.58229], [0.26903, 2.15533, 0.02981], [0.36194, -2.74165, -1.34845]],
  "forces_ev_per_angstrom": [[-1.495, -1.099, 2.864], [1.012, -3.239, -1.356], [-0.985, 2.439, 0.286], [0.693, 1.238, 0.686], [-0.543, 0.866, -0.802], [-0.330, 1.571, 0.588], [-1.930, -0.922, -2.460], [2.167, -3.130, -0.118], [0.221, 1.620, -0.917], [0.650, 0.182, -0.469], [0.209, -0.071, -0.152], [-0.139, -0.295, -0.150], [-0.716, -0.877, -0.472], [-0.104, 1.307, -0.015], [1.291, 0.411, 2.486]],
  "lumo_ev": [0.124, 0.123],
  "e_homo_ev": [-8.345, -8.345],
  "gap_ev": [8.469, 8.469],
  "energy_ha": -1157.1306,
  "max_force_ha_per_bohr": 0.0741,
  "de_lowest_kj_mol": 309.4
}

=====

[3]
{
  "formula": "C48H72F3O37V",
  "method": "ωB97M-V/def2-TZVPD",
  "species": ["O", "V", "O", "C", "O", "O", "C", "F", "F", "F", "C", "C", "H", "H", "H", "H", "H", "H", "C", "C", "C", "O", "C", "O", "O", "H", "H", "H", "H", "H", "H", "C", "C", "C", "O", "C", "O", "O", "H", "H", "H", "H", "H", "H", "C", "C", "C", "O", "C", "O", "O", "H", "H", "H", "H", "H", "H", "C", "C", "C", "O", "C", "O", "O", "H", "H", "H", "H", "H", "H", "C", "C", "C", "O", "C", "O", "O", "H", "H", "H", "H", "H", "H", "C", "C", "C", "O", "C", "O", "O", "H", "H", "H", "H", "H", "H", "C", "C", "C", "O", "C", "O", "O", "H", "H", "H", "H", "H", "H", "C", "C", "C", "O", "C", "O", "O", "H", "H", "H", "H", "H", "H", "C", "C", "C", "O", "C", "O", "O", "H", "H", "H", "H", "H", "H", "C", "C", "C", "O", "C", "O", "O", "H", "H", "H", "H", "H", "H", "C", "C", "C", "O", "C", "O", "O", "H", "H", "H", "H", "H", "H"],
  "coordinates": [[-1.46072, -4.95838, 0.96250], [-1.65578, -3.44116, 0.59348], [-2.65394, -3.29867, -0.66303], [-0.32089, -1.17101, 1.76672], [-1.19619, -1.15672, 0.64646], [-0.35448, -2.47618, 2.18159], [1.01582, -0.49995, 1.42257], [1.66026, -1.06819, 0.39013], [0.85234, 0.77934, 1.02997], [1.85625, -0.44394, 2.46845], [-2.06881, -0.03698, 0.42658], [-2.53340, 0.02780, -1.02199], [-2.88114, -0.95719, -1.34095], [-3.33248, 0.75902, -1.09966], [-1.68345, 0.22329, -1.67028], [-1.59251, 0.91420, 0.67034], [-2.96394, -0.13797, 1.04768], [-0.75927, -0.55561, 2.56694], [-1.14688, 5.40834, 1.67839], [-1.76746, 5.15950, 0.33208], [-3.10870, 4.45818, 0.37247], [-3.91886, 5.16499, -0.57413], [-3.20186, 6.23253, -1.03344], [-3.55645, 6.95548, -1.90158], [-2.08577, 6.41337, -0.30590], [-0.25079, 6.01685, 1.55135], [-0.87090, 4.45690, 2.13695], [-1.84430, 5.94161, 2.32529], [-1.02322, 4.68479, -0.31633], [-3.56084, 4.59432, 1.35646], [-3.03831, 3.40048, 0.12830], [-0.50982, -3.72289, 6.55865], [0.04659, -2.86679, 5.44393], [-0.66644, -1.49036, 5.26123], [0.42711, -0.61564, 5.12219], [1.58104, -1.18654, 5.49091], [2.65123, -0.64901, 5.51883], [1.35310, -2.42979, 5.87589], [-0.56332, -3.17520, 7.50255], [0.07114, -4.61495, 6.79005], [-1.52096, -4.05757, 6.31287], [0.18115, -3.43825, 4.52777], [-1.30489, -1.29825, 6.12501], [-1.27285, -1.60830, 4.36227], [-0.65096, 3.09821, 4.90798], [-1.71838, 2.07140, 4.66003], [-3.06423, 2.25643, 5.42395], [-4.02498, 2.09091, 4.40817], [-3.49751, 1.99863, 3.19048], [-4.10435, 1.84443, 2.17560], [-2.15646, 2.08927, 3.29156], [-1.02061, 4.12736, 4.86419], [0.24342, 3.02382, 4.29363], [-0.34621, 2.99991, 5.95475], [-1.27511, 1.10096, 4.88564], [-3.14353, 3.26391, 5.83465], [-3.21598, 1.49038, 6.17982], [0.81042, 0.51639, -1.86936], [0.97585, 0.95056, -3.32554], [1.89864, 2.18282, -3.39528], [2.91068, 1.80147, -4.33295], [2.77136, 0.51502, -4.65077], [3.45456, -0.11716, -5.38833], [1.74182, -0.04765, -3.97216], [0.35480, -0.46866, -1.78939], [0.17452, 1.28187, -1.41815], [1.76691, 0.49703, -1.35667], [0.04801, 1.31007, -3.77379], [2.37463, 2.39351, -2.43526], [1.32532, 3.07097, -3.65620], [3.50450, 2.22399, 3.83400], [2.91471, 2.88355, 2.58499], [3.55098, 4.24691, 2.33875], [4.40222, 3.99911, 1.23455], [4.16480, 2.76129, 0.70534], [4.77091, 2.31830, -0.21479], [3.16707, 2.17168, 1.38424], [3.12076, 1.22948, 4.05917], [3.36862, 2.91384, 4.66517], [4.57695, 2.07790, 3.66229], [1.82901, 2.89093, 2.70676], [4.16392, 4.50714, 3.19930], [2.76784, 4.99259, 2.18825], [4.36596, -3.02373, 2.87768], [2.88718, -3.41584, 2.91667], [2.42280, -4.20894, 1.69468], [1.93157, -5.41800, 2.24968], [2.10287, -5.43898, 3.58191], [1.87764, -6.39859, 4.25448], [2.56535, -4.25368, 4.02692], [4.67089, -2.70431, 3.87542], [4.41698, -2.17997, 2.19088], [5.00108, -3.87486, 2.63206], [2.29463, -2.50476, 2.96565], [3.27042, -4.38718, 1.02829], [1.62917, -3.69893, 1.15158], [-2.52630, -3.80704, -4.53129], [-2.56057, -2.30385, -4.34022], [-1.19250, -1.61160, -4.28129], [-1.39440, -0.44941, -5.08601], [-2.58230, -0.51637, -5.71608], [-2.98439, 0.33787, -6.45458], [-3.25976, -1.61041, -5.37503], [-1.86038, -4.01750, -5.37364], [-3.49834, -4.24485, -4.74142], [-2.11162, -4.23480, -3.61867], [-3.05899, -2.19379, -3.37331], [-0.31659, -2.17347, -4.60095], [-1.07001, -1.47946, -3.20735], [4.50678, -0.85854, -0.39733], [5.86534, -0.62640, -1.05582], [7.01180, -1.09447, -0.18968], [7.95148, -1.64634, -1.10779], [7.24378, -1.96834, -2.24838], [7.70928, -2.49231, -3.20044], [6.00048, -1.45726, -2.20130], [4.35897, -0.44096, 0.59706], [4.21340, -1.90577, -0.38273], [3.76461, -0.36554, -1.02929], [5.96895, 0.41659, -1.35595], [6.64563, -1.89501, 0.46386], [7.39278, -0.30248, 0.45150], [4.24008, -4.23874, -2.00466], [3.19264, -3.23583, -2.43274], [2.32377, -3.66493, -3.62467], [0.98403, -3.70552, -3.05710], [1.03667, -3.34938, -1.77168], [0.10393, -3.29754, -1.01164], [2.25897, -3.04802, -1.38141], [3.86830, -5.25688, -1.86373], [4.81953, -3.93086, -1.13834], [4.91662, -4.35180, -2.85920], [3.71009, -2.30507, -2.66454], [2.63561, -4.63405, -4.01541], [2.32809, -2.99475, -4.48244], [-2.96515, 5.50253, -5.33484], [-2.48317, 4.10822, -4.93625], [-1.87372, 3.87727, -3.54766], [-2.44731, 2.67398, -3.08605], [-3.64927, 2.51310, -3.71690], [-4.45826, 1.72195, -3.35384], [-3.71463, 3.32639, -4.74815], [-2.11195, 6.02565, -5.76687], [-3.22956, 6.02327, -4.41179], [-3.83419, 5.44372, -5.97920], [-2.01355, 3.56251, -5.75701], [-2.12038, 4.72409, -2.90360], [-0.79079, 3.77994, -3.61948], [-6.07747, -0.85500, 0.38885], [-6.76100, -1.09841, -0.94122], [-6.12620, -0.42659, -2.17230], [-5.78156, -1.45879, -3.07636], [-5.90157, -2.64725, -2.45147], [-5.60522, -3.68881, -2.92826], [-6.52657, -2.47906, -1.26858], [-5.02230, -1.10972, 0.29824], [-6.51252, -1.56666, 1.09468], [-6.18205, 0.12896, 0.84452], [-7.82106, -0.84944, -0.98132], [-5.22594, 0.12069, -1.90457], [-6.79796, 0.31609, -2.59695]],
  "forces_ev_per_angstrom": [[-0.546, 0.980, -0.231], [1.992, 0.362, -1.429], [0.641, -0.255, 1.990], [-1.660, -0.912, 1.343], [0.100, 0.327, -0.871], [0.087, -0.043, -1.461], [0.700, 0.114, -0.818], [-0.035, -0.650, 0.564], [-0.769, 0.176, 0.373], [-0.239, -0.289, 0.019], [-0.812, 0.494, -0.433], [0.604, -0.958, 0.314], [-0.363, 0.060, 0.144], [0.140, 0.141, -0.269], [-0.254, 0.510, -0.114], [0.246, -0.227, 0.276], [0.230, -0.048, 0.289], [0.099, 0.559, -0.135], [0.121, 0.137, -0.004], [0.513, 0.390, -0.068], [-0.209, 0.008, 0.353], [0.829, -0.018, -0.544], [-0.762, 0.156, 0.578], [-0.151, 0.099, -0.418], [0.227, -0.391, -0.020], [0.014, -0.027, 0.104], [-0.042, 0.012, 0.035], [0.012, -0.034, 0.045], [-0.230, -0.277, -0.020], [-0.084, -0.212, -0.014], [-0.227, 0.018, -0.074], [-0.535, -0.185, 0.279], [0.161, 0.112, 1.287], [0.072, -2.581, -0.212], [-0.702, 1.639, -0.682], [0.745, -0.404, 0.578], [-0.537, 0.177, -0.231], [0.347, -0.546, -0.110], [-0.032, 0.251, -0.150], [0.214, 0.032, -0.466], [0.012, 0.025, -0.050], [-0.175, 0.266, -0.169], [0.247, 0.484, 0.081], [0.118, 0.696, -0.124], [-0.182, 0.874, 0.925], [-0.156, -0.116, 0.162], [1.193, 0.167, -0.311], [-1.442, -0.119, 0.117], [0.488, -0.138, 0.165], [0.123, 0.171, 0.147], [0.494, -0.093, -0.612], [-0.167, -0.085, -0.368], [-0.154, -0.340, -0.128], [0.189, -0.206, -0.071], [-0.198, -0.148, -0.281], [-0.108, -0.085, 0.137], [-0.041, 0.136, 0.102], [-0.430, 0.601, -0.825], [0.901, 0.931, 1.914], [0.137, -0.266, 0.689], [-0.266, 0.854, -0.153], [-0.025, -0.889, -0.138], [0.274, 0.234, -0.055], [-0.701, -0.036, -0.716], [-0.155, 0.076, 0.066], [-0.012, -0.254, 0.382], [0.092, 0.070, -0.122], [-0.235, -1.296, -0.533], [0.176, -0.092, -0.035], [0.433, 0.071, -0.650], [0.559, -0.329, -0.895], [-0.635, -0.454, 1.347], [-0.387, -0.541, 0.595], [0.041, 0.066, -0.559], [0.042, 0.968, 0.574], [-0.204, -0.226, -0.127], [0.545, -0.594, -0.456], [-0.353, 0.206, 0.053], [-0.045, -0.157, 0.164], [0.058, 0.216, 0.171], [0.030, 0.317, -0.249], [0.027, 0.289, -0.112], [0.438, 0.274, -0.555], [-0.804, -0.298, 0.820], [0.278, 0.703, -0.377], [0.154, 0.332, 0.047], [0.046, -0.271, -0.384], [0.011, -0.558, 0.031], [-0.063, 0.470, 0.114], [0.160, -0.247, -0.065], [-0.055, 0.259, -0.059], [0.489, -0.155, -0.138], [0.021, 0.105, -0.415], [-0.037, -0.149, 0.463], [-0.145, -0.328, -0.055], [-0.020, -0.141, 0.051], [0.635, 0.332, -0.815], [-0.148, -1.229, 0.462], [-0.708, -0.752, 0.363], [0.789, 0.112, 0.740], [-0.794, 0.843, -0.372], [0.384, -0.398, 0.252], [0.071, -0.318, 0.083], [-0.008, -0.284, 0.056], [-0.130, 0.193, 0.219], [-0.026, -0.160, -0.038], [-0.371, 0.702, -0.265], [-0.244, -0.068, -0.544], [0.466, 1.115, -0.030], [-0.473, 0.410, -0.973], [-0.561, 0.131, 1.147], [-0.489, -0.344, 0.587], [-0.595, -0.081, -0.458], [0.916, 1.128, 0.026], [0.076, -0.662, 0.003], [-0.234, -0.340, -0.148], [0.468, 0.141, 0.011], [0.362, -0.117, 0.173], [-0.100, 0.008, 0.088], [0.029, -0.042, -0.066], [0.166, -0.058, 0.027], [0.502, -0.020, -0.321], [0.243, -0.623, -0.981], [0.971, -0.211, -0.596], [0.054, -0.096, -0.026], [0.110, -0.137, 0.156], [0.148, -0.123, 0.048], [-0.917, -0.138, 0.261], [-0.113, 0.339, 0.300], [-0.397, 0.183, 0.300], [-0.075, 0.113, 0.011], [0.244, 0.232, 0.183], [-0.284, 0.182, 0.228], [-0.433, -0.247, 0.300], [-0.080, 0.368, 0.295], [1.197, -0.318, 1.176], [-1.892, -0.867, -0.144], [0.833, 0.822, -0.927], [0.163, 0.101, 0.397], [0.574, -0.194, 0.050], [-0.224, -0.026, -0.061], [-0.735, 0.222, -0.357], [-0.276, 0.208, -0.329], [-0.214, 0.147, -0.144], [0.177, -0.025, -0.267], [0.541, 0.259, 0.166], [-0.065, -0.119, 0.159], [-0.007, -0.107, 0.223], [-0.391, -0.424, 0.341], [0.883, 0.130, -1.120], [0.341, 1.261, 0.827], [0.117, -0.016, 0.044], [-1.025, 0.673, -0.227], [0.398, -0.471, 0.016], [-0.320, -0.666, 0.578], [0.094, 0.109, -0.092], [0.052, 0.019, 0.078], [-0.063, 0.179, -0.409], [-0.144, -0.530, 0.524], [0.060, -0.102, -0.028], [-0.017, -0.290, -0.489]],
  "lumo_ev": -1.900,
  "e_homo_ev": -10.646,
  "gap_ev": 8.746,
  "energy_ha": -5899.9083,
  "max_force_ha_per_bohr": 0.0504,
  "de_lowest_kj_mol": 108.5
}